[1]
# C50H54AlClF

A molecular structure, C50H54AlClF at a distorted geometry (ωB97M-V with the def2-TZVPD basis set, the OMol25 dataset).

Output
HOMO level	-5.73	eV
total charge	-1
HOMO-LUMO gap	7.72	eV
lowest unoccupied orbital energy	2.0	eV

Cartesian coordinates (Å):
F  1.3516  3.4752  6.2907
C  1.9364  2.2575  5.8374
C  1.8081  2.1933  4.2998
Al  2.7992  0.6433  3.4163
Cl  2.5076  -1.3581  4.4210
H  3.0022  2.2394  6.1316
H  1.3956  1.3993  6.2783
H  2.2877  3.1256  3.9143
H  0.7426  2.2709  4.0005
H  2.3053  0.5721  1.8882
H  4.3706  0.9894  3.5352
C  -2.0219  -2.5512  1.3291
C  -1.0546  -2.2985  2.2956
C  -0.6035  -1.0017  2.5049
C  -1.1264  0.0440  1.7551
C  -2.0960  -0.2063  0.7917
C  -2.5414  -1.5050  0.5748
H  -2.3712  -3.5642  1.1633
H  -0.6507  -3.1125  2.8851
H  0.1560  -0.8047  3.2534
H  -0.7766  1.0557  1.9224
H  -2.5049  0.6116  0.2087
H  -3.2941  -1.7017  -0.1806
C  -3.3319  1.4962  4.0701
C  -2.0818  1.9768  4.4422
C  -1.9770  3.1645  5.1564
C  -3.1246  3.8672  5.5067
C  -4.3751  3.3851  5.1379
C  -4.4788  2.2018  4.4162
H  -3.4120  0.5720  3.5101
H  -1.1897  1.4267  4.1750
H  -1.0008  3.5418  5.4406
H  -3.0433  4.7908  6.0674
H  -5.2694  3.9325  5.4125
H  -5.4532  1.8286  4.1241
C  -3.1126  -5.4271  -1.4089
C  -3.9400  -6.0699  -0.4966
C  -4.2128  -7.4249  -0.6395
C  -3.6501  -8.1396  -1.6901
C  -2.8196  -7.4973  -2.6003
C  -2.5541  -6.1403  -2.4623
H  -2.9022  -4.3701  -1.2991
H  -4.3731  -5.5141  0.3263
H  -4.8629  -7.9244  0.0684
H  -3.8588  -9.1970  -1.7989
H  -2.3793  -8.0550  -3.4185
H  -1.9107  -5.6381  -3.1746
C  1.5050  5.3627  1.0551
C  0.5455  5.1630  2.0393
C  -0.5901  4.4126  1.7619
C  -0.7615  3.8532  0.5017
C  0.1995  4.0493  -0.4825
C  1.3308  4.8074  -0.2073
H  2.3892  5.9500  1.2718
H  0.6824  5.5922  3.0245
H  -1.3412  4.2617  2.5285
H  -1.6450  3.2631  0.2874
H  0.0663  3.6109  -1.4644
H  2.0780  4.9640  -0.9757
C  6.3034  6.6897  4.5992
C  5.8733  5.4825  4.0609
C  4.7590  4.8417  4.5895
C  4.0678  5.4133  5.6516
C  4.4964  6.6225  6.1875
C  5.6160  7.2589  5.6646
H  7.1743  7.1871  4.1886
H  6.4074  5.0397  3.2288
H  4.4280  3.8974  4.1732
H  3.1959  4.9162  6.0598
H  3.9567  7.0689  7.0143
H  5.9523  8.1989  6.0863
C  1.7639  -3.3828  -5.4625
C  1.5809  -4.5758  -4.7752
C  0.4394  -5.3370  -4.9949
C  -0.5152  -4.9095  -5.9098
C  -0.3300  -3.7180  -6.6005
C  0.8071  -2.9527  -6.3741
H  2.6519  -2.7878  -5.2881
H  2.3279  -4.9124  -4.0664
H  0.2942  -6.2643  -4.4533
H  -1.4033  -5.5051  -6.0843
H  -1.0733  -3.3853  -7.3148
H  0.9484  -2.0213  -6.9081
C  -5.1497  3.5250  -2.4499
C  -4.1819  3.7769  -1.4852
C  -3.7303  5.0738  -1.2746
C  -4.2543  6.1210  -2.0231
C  -5.2248  5.8698  -2.9854
C  -5.6698  4.5714  -3.2019
H  -5.4989  2.5130  -2.6156
H  -3.7786  2.9612  -0.8972
H  -2.9713  5.2685  -0.5271
H  -3.9057  7.1327  -1.8558
H  -5.6341  6.6867  -3.5678
H  -6.4226  4.3750  -3.9558
C  4.5629  -8.6509  -7.6490
C  5.8101  -8.1672  -7.2733
C  5.9089  -6.9802  -6.5579
C  4.7590  -6.2813  -6.2102
C  3.5117  -6.7664  -6.5824
C  3.4136  -7.9491  -7.3054
H  4.4864  -9.5748  -8.2095
H  6.7060  -8.7155  -7.5388
H  6.8815  -6.6000  -6.2706
H  4.8354  -5.3580  -5.6484
H  2.6164  -6.2220  -6.3097
H  2.4412  -8.3244  -7.6001

Here are the Löwdin charges for atoms 1 to 99, given in e: number 1, F, carries -0.1374; number 2, C, carries -0.2796; number 3, C, carries -0.3114; number 4, Al, carries -0.1117; number 5, Cl, carries 0.0050; number 6, H, carries 0.0982; number 7, H, carries 0.0990; number 8, H, carries 0.0299; number 9, H, carries 0.0142; number 10, H, carries -0.1117; number 11, H, carries -0.1229; number 12, C, carries -0.1062; number 13, C, carries -0.0780; number 14, C, carries -0.0952; number 15, C, carries -0.1043; number 16, C, carries -0.0996; number 17, C, carries -0.1116; number 18, H, carries 0.0809; number 19, H, carries 0.1034; number 20, H, carries 0.0284; number 21, H, carries 0.0885; number 22, H, carries 0.0852; number 23, H, carries 0.0894; number 24, C, carries -0.0839; number 25, C, carries -0.0888; number 26, C, carries -0.0883; number 27, C, carries -0.0988; number 28, C, carries -0.1099; number 29, C, carries -0.1028; number 30, H, carries 0.0961; number 31, H, carries 0.0756; number 32, H, carries 0.0908; number 33, H, carries 0.0967; number 34, H, carries 0.0928; number 35, H, carries 0.0943; number 36, C, carries -0.0865; number 37, C, carries -0.0946; number 38, C, carries -0.0998; number 39, C, carries -0.1031; number 40, C, carries -0.0993; number 41, C, carries -0.0877; number 42, H, carries 0.0937; number 43, H, carries 0.0998; number 44, H, carries 0.0979; number 45, H, carries 0.0967; number 46, H, carries 0.0963; number 47, H, carries 0.0827; number 48, C, carries -0.0912; number 49, C, carries -0.0894; number 50, C, carries -0.0846; number 51, C, carries -0.1109; number 52, C, carries -0.0907; number 53, C, carries -0.0956; number 54, H, carries 0.0990; number 55, H, carries 0.1037; number 56, H, carries 0.0925; number 57, H, carries 0.0808; number 58, H, carries 0.1002; number 59, H, carries 0.0964; number 60, C, carries -0.1121; number 61, C, carries -0.0944; number 62, C, carries -0.0765; number 63, C, carries -0.0776; number 64, C, carries -0.0999; number 65, C, carries -0.1141; number 66, H, carries 0.0926; number 67, H, carries 0.0995; number 68, H, carries 0.0854; number 69, H, carries 0.0847; number 70, H, carries 0.0961; number 71, H, carries 0.0919; number 72, C, carries -0.0886; number 73, C, carries -0.1168; number 74, C, carries -0.1171; number 75, C, carries -0.1000; number 76, C, carries -0.0944; number 77, C, carries -0.0904; number 78, H, carries 0.1039; number 79, H, carries 0.1088; number 80, H, carries 0.1017; number 81, H, carries 0.0996; number 82, H, carries 0.0989; number 83, H, carries 0.1003; number 84, C, carries -0.0974; number 85, C, carries -0.0886; number 86, C, carries -0.0847; number 87, C, carries -0.0938; number 88, C, carries -0.1052; number 89, C, carries -0.1058; number 90, H, carries 0.0985; number 91, H, carries 0.0873; number 92, H, carries 0.0904; number 93, H, carries 0.0995; number 94, H, carries 0.0957; number 95, H, carries 0.0956; number 96, C, carries -0.1029; number 97, C, carries -0.1037; number 98, C, carries -0.0980; number 99, C, carries -0.0882

[2]
# C4H12N4O2

A molecular structure, C4H12N4O2 (ωB97M-V with the def2-TZVPD basis set, the OMol25 dataset).

Output
HOMO level	-8.83	eV
total charge	0
ΔE to the lowest compared entry with this formula, charge and spin	92.9	kcal per mole
HOMO-LUMO gap	9.37	eV
lowest unoccupied orbital energy	0.5	eV

Cartesian coordinates (Å):
C  2.2070  0.5645  0.2419
C  -0.4059  1.2576  0.1734
N  -0.6683  1.8468  1.3864
O  0.9213  0.1589  0.6506
N  -0.3195  1.9271  -0.9059
H  -1.4253  2.5136  1.3457
H  -0.7422  1.2041  2.1595
H  -0.3084  1.3865  -1.7605
H  2.1682  1.1142  -0.7069
H  2.6450  1.2158  1.0030
H  2.8455  -0.3164  0.1262
C  0.5710  -1.4009  -1.4652
N  -1.2149  -0.2990  0.0182
C  0.0060  -1.2979  -0.0708
N  -2.0756  -0.6397  1.1028
O  -0.0184  -2.2269  0.7094
H  -1.7282  -0.2538  -0.8592
H  -2.9723  -0.9363  0.7345
H  -1.6256  -1.4549  1.5348
H  0.6709  -0.4389  -1.9619
H  1.5504  -1.8716  -1.4032
H  -0.0805  -2.0527  -2.0527

Atomic charges from the Löwdin analysis, expressed in e, are listed below: number 1, C, carries -0.1206; number 2, C, carries -0.5239; number 3, N, carries 0.1264; number 4, O, carries -0.2267; number 5, N, carries 0.1019; number 6, H, carries 0.0989; number 7, H, carries 0.0857; number 8, H, carries 0.0228; number 9, H, carries 0.0770; number 10, H, carries 0.0878; number 11, H, carries 0.0876; number 12, C, carries 0.0064; number 13, N, carries -0.0160; number 14, C, carries -0.5133; number 15, N, carries 0.0781; number 16, O, carries 0.0397; number 17, H, carries 0.1537; number 18, H, carries 0.0931; number 19, H, carries 0.0840; number 20, H, carries 0.0672; number 21, H, carries 0.0951; number 22, H, carries 0.0952

[3]
# C3H8NO

2 unconnected molecules or ions with the total composition C3H8NO at a distorted geometry (ωB97M-V with the def2-TZVPD basis set, the OMol25 dataset).

Output
HOMO level (spin up / spin down)	-14.25 / -14.25	eV
total charge	+1
ΔE to the lowest compared entry with this formula, charge and spin	165.1	kcal per mole
HOMO-LUMO gap (spin up / spin down)	9.23 / 9.22	eV
lowest unoccupied orbital energy (spin up / spin down)	-5.0 / -5.0	eV

Cartesian coordinates (Å):
C  0.1582  0.5171  1.1185
C  1.8368  -0.8408  1.9466
C  -1.1581  -0.0815  -2.1017
N  -0.9011  0.7342  -0.9308
O  -0.0319  0.2110  -0.0508
H  -0.3372  1.2172  1.8517
H  1.7067  -0.3113  2.8156
H  1.5862  -1.8338  1.8422
H  2.5893  -0.3996  1.3766
H  -1.5129  0.6199  -2.8628
H  -0.1148  -0.5361  -2.2680
H  -2.0905  -0.7282  -1.9820
H  -1.7306  1.4318  -0.7550

Atomic charges from the Löwdin analysis, expressed in e, are listed below: number 1, C, carries 0.1384; number 2, C, carries 0.2654; number 3, C, carries -0.0526; number 4, N, carries -0.0974; number 5, O, carries -0.0136; number 6, H, carries 0.1376; number 7, H, carries 0.0044; number 8, H, carries 0.0316; number 9, H, carries 0.0288; number 10, H, carries 0.0928; number 11, H, carries 0.1321; number 12, H, carries 0.1108; number 13, H, carries 0.2218

[4]
# C10H16NO

A gas-phase ion, C10H16NO (charge +1) at a distorted geometry (ωB97M-V with the def2-TZVPD basis set, the OMol25 dataset).

Output
HOMO level	-14.27	eV
total charge	+1
ΔE to the lowest compared entry with this formula, charge and spin	57.3	kcal per mole
HOMO-LUMO gap	10.32	eV
lowest unoccupied orbital energy	-4.0	eV

Cartesian coordinates (Å):
C  3.4299  -1.6649  -0.2541
C  2.2017  -1.7517  -0.2045
C  0.8159  -1.7609  0.0340
O  0.1696  -2.7430  0.2738
C  0.2104  -0.3038  0.0229
N  -1.3110  -0.4150  -0.0229
C  -1.7974  -1.2717  -1.1454
C  -2.0100  -0.9874  1.1385
C  0.7784  0.4793  -1.1709
C  1.3017  1.8377  -0.5774
C  1.6437  1.4282  0.8362
C  0.4254  0.5585  1.2395
H  4.4790  -1.5555  -0.1777
H  -1.7181  0.5884  -0.2406
H  -1.2518  -2.2297  -1.3364
H  -2.9037  -1.5075  -0.9961
H  -1.6646  -0.6121  -1.9864
H  -1.5427  -1.9485  1.1427
H  -1.6812  -0.5416  1.9807
H  -3.1344  -1.0718  1.0863
H  0.0404  0.6926  -1.9275
H  1.7595  0.1740  -1.5710
H  0.6738  2.6262  -0.5360
H  2.2861  2.1973  -1.1889
H  2.6203  0.9914  0.7089
H  1.8527  2.3680  1.3842
H  0.4310  -0.1256  2.0302
H  -0.5345  1.1054  1.3964

Atomic charges from the Löwdin analysis, expressed in e, are listed below: number 1, C, carries 0.2407; number 2, C, carries -0.0074; number 3, C, carries -0.3428; number 4, O, carries 0.1286; number 5, C, carries -0.3205; number 6, N, carries -0.1361; number 7, C, carries 0.0022; number 8, C, carries 0.0018; number 9, C, carries -0.0822; number 10, C, carries -0.1689; number 11, C, carries -0.1527; number 12, C, carries -0.0753; number 13, H, carries 0.0595; number 14, H, carries 0.2390; number 15, H, carries 0.1267; number 16, H, carries 0.1345; number 17, H, carries 0.0884; number 18, H, carries 0.0935; number 19, H, carries 0.0567; number 20, H, carries 0.1491; number 21, H, carries 0.1116; number 22, H, carries 0.1223; number 23, H, carries 0.0648; number 24, H, carries 0.1777; number 25, H, carries 0.1012; number 26, H, carries 0.1318; number 27, H, carries 0.1112; number 28, H, carries 0.1446